Formula: C27H67CrN3O9
Source: the Open Molecules 2025 dataset
Level of theory: ωB97M-V/def2-TZVPD

Properties
HOMO-LUMO gap (alpha / beta) = 7.09 / 8.35 eV
Molar mass = 629.8 g mol⁻¹
Multiplicity = 5
LUMO level (alpha / beta) = 0.64 / 0.64 eV
Relative energy (zero: lowest compared OMol25 entry of this formula, charge and spin) = 0.0 kJ/mol

Last column: Mulliken charge in e.
Positions of all 107 atoms, in Å:
Cr 1.0102 1.6103 0.7318  0.30
C 1.8505 5.9036 1.5792  -1.55
C 1.5994 4.5757 2.3546  0.95
C 0.7906 4.9120 3.6321  -1.42
O 0.9166 3.6443 1.5506  -0.90
H 2.6960 6.5164 1.8917  0.25
H 0.9563 6.4735 1.8313  0.49
H 1.8437 5.7480 0.5004  0.27
H 2.6034 4.2116 2.5728  -0.13
H 1.1894 5.7806 4.1561  0.42
H 0.9421 4.0699 4.3074  0.35
H -0.2980 4.9393 3.5843  0.25
C 0.5116 -0.2459 -2.6630  -0.68
C 1.3778 -0.9464 -1.6454  0.71
C 2.7750 -1.1962 -2.2964  -1.70
O 1.3235 -0.3317 -0.3485  0.26
H 0.7432 -0.6716 -3.6393  0.57
H 0.6646 0.8331 -2.6834  -0.22
H -0.5665 -0.2631 -2.5036  -0.45
H 1.0086 -1.9572 -1.4720  0.16
H 2.6169 -1.8908 -3.1214  0.50
H 3.4725 -1.6499 -1.5923  0.37
H 3.2691 -0.2745 -2.6039  0.23
C 1.3123 -1.5439 6.2438  -1.00
O 1.3363 -0.8200 5.0479  -0.17
C 0.4240 0.2730 5.0664  -1.16
C 0.7212 1.0763 3.7561  -0.42
N 0.4350 0.3776 2.4496  1.21
C -0.9687 0.0812 2.1071  -0.89
C -1.7974 1.3409 1.5932  -1.11
O -1.1996 1.8647 0.3992  1.24
C -1.9912 2.8194 -0.1233  -1.08
H 0.4323 -2.0939 6.5772  0.37
H 1.5813 -0.9840 7.1395  0.34
H 2.0432 -2.3472 6.1512  0.28
H 0.4504 0.9354 5.9315  0.53
H -0.5577 -0.1987 5.1090  0.35
H 1.6945 1.5597 3.8407  0.17
H 0.0517 1.9328 3.6771  0.21
H 0.8297 -0.5408 2.5938  -0.19
H -1.5026 -0.5259 2.8382  0.64
H -0.9774 -0.6110 1.2651  0.18
H -1.8961 2.2308 2.2149  0.38
H -2.8211 1.0159 1.4074  0.56
H -1.5678 2.9644 -1.1172  0.14
H -2.1026 3.6972 0.5133  0.14
H -2.9779 2.4683 -0.4254  0.34
C -3.1643 -0.8075 -2.7071  -0.14
O -4.2616 -1.4614 -1.9572  -0.37
C -4.9566 -2.5487 -2.6911  -0.63
C -5.1740 -2.3380 -4.1900  -0.58
N -5.9261 -3.4434 -4.7846  -0.29
C -5.9621 -3.4371 -6.1817  -0.27
C -7.2430 -4.0291 -6.7000  -0.57
O -7.2588 -3.7771 -8.0945  -0.34
C -7.7046 -4.8500 -8.9103  -0.75
H -3.4984 -0.3501 -3.6384  0.28
H -2.3407 -1.4929 -2.9070  0.44
H -2.6880 -0.0315 -2.1079  -0.38
H -5.9251 -2.6788 -2.2081  0.37
H -4.4340 -3.4858 -2.4993  0.34
H -4.1615 -2.2274 -4.5784  0.39
H -5.6537 -1.3611 -4.2507  0.30
H -6.7900 -3.5971 -4.2845  0.25
H -5.0576 -4.0073 -6.3937  0.13
H -5.9066 -2.3814 -6.4475  0.27
H -8.1518 -3.6799 -6.2099  0.34
H -7.3282 -5.0980 -6.5045  0.37
H -7.5767 -4.5346 -9.9458  0.24
H -8.7629 -4.9702 -8.6788  0.32
H -7.1609 -5.7896 -8.8127  0.32
C 1.2320 3.6081 -2.0318  -1.21
O 1.7527 2.7225 -1.0836  0.58
C 3.0742 3.1570 -0.7729  -0.89
C 3.8531 2.1393 0.0505  -0.99
N 3.2527 1.7847 1.3170  0.91
C 3.8417 0.6668 2.0779  -0.08
C 5.2706 0.9256 2.5940  -1.01
O 5.4367 2.1366 3.3873  -0.33
C 5.4160 1.9865 4.8216  -0.53
H 0.3157 3.2437 -2.4962  0.25
H 1.8226 3.5950 -2.9478  0.43
H 0.9903 4.5529 -1.5449  0.17
H 3.1655 4.1600 -0.3560  0.35
H 3.6365 3.3080 -1.6944  0.68
H 4.9208 2.3580 0.0388  0.52
H 3.8052 1.2366 -0.5585  0.14
H 3.5194 2.6247 1.8103  -0.15
H 3.8699 -0.1693 1.3792  0.01
H 3.2391 0.2910 2.9047  -0.13
H 5.8597 1.1152 1.6967  0.32
H 5.7435 0.0790 3.0918  0.51
H 6.2417 1.3268 5.0883  0.31
H 4.4451 1.5323 5.0198  0.14
H 5.6363 2.8870 5.3950  0.24
C 2.9300 -4.2061 2.2714  -1.78
C 2.1415 -3.4420 1.3675  0.92
C 0.6626 -3.7925 1.4694  -1.24
O 2.0998 -2.0835 1.6821  -0.10
H 3.0869 -5.2544 2.0174  0.39
H 2.5534 -4.0278 3.2786  0.31
H 3.9402 -3.8002 2.3253  0.41
H 2.5483 -3.6312 0.3741  0.21
H 0.0661 -3.2461 0.7389  0.25
H 0.1552 -3.7502 2.4332  0.19
H 0.6613 -4.8384 1.1625  0.52
H 1.6526 -1.5810 0.9972  -0.45

Atoms 1-2, force components in eV/Å:
Cr 1.046 0.420 -0.592
C -1.280 -0.055 0.254